Entry 1:
This record from the Open Molecules 2025 dataset describes a structure of composition C10H8BrCl3N2O2PdS3SbSi. The level of theory is ωB97M-V/def2-TZVPD.

Geometry as XYZ:
```
32
C10H8BrCl3N2O2PdS3SbSi, DFT ωB97M-V/def2-TZVPD
C -0.465 0.704 0.818
H -0.111 -4.112 -3.308
C -0.979 -1.393 -1.954
C -1.357 -2.506 -2.638
H -0.403 -0.526 3.216
C -3.297 2.022 3.013
Si 2.729 1.104 -2.819
Cl 4.662 1.250 -3.632
Sb 4.588 0.442 0.581
Pd 1.733 0.149 -1.051
Br -4.301 1.500 5.633
H -2.311 -2.830 -3.015
N -0.204 -3.251 -2.805
H -1.546 -0.538 -1.622
Cl 2.011 -0.310 -4.346
H 1.842 -2.878 -2.222
C 0.810 -2.563 -2.232
C -1.230 0.171 3.178
S 3.815 -1.250 -1.010
N 0.370 -1.454 -1.710
H -4.101 2.744 2.964
S 6.745 0.986 0.088
S 3.080 2.037 -0.816
C -2.435 1.832 1.942
Cl 1.724 2.778 -3.654
C -2.089 0.334 4.256
C -3.112 1.261 4.154
C -1.399 0.909 2.013
O -0.809 1.232 -0.257
O 0.553 0.006 1.050
H -2.548 2.391 1.022
H -1.965 -0.243 5.162
```

Spin multiplicity   2
Charge   -2
⟨S²⟩   0.7584
E_HOMO (alpha / beta)   -1.2 / -1.3 eV
Relative energy (zero: lowest compared OMol25 entry of this formula, charge and spin)   23.93 kcal per mole
Total energy   -175595.437 eV


Entry 2:
This record from the Open Molecules 2025 dataset describes a structure of composition C29H23N6O8STi. The level of theory is ωB97M-V/def2-TZVPD.

Geometry as XYZ:
```
68
C29H23N6O8STi, DFT ωB97M-V/def2-TZVPD
H 2.143 1.263 -4.656
C 0.997 1.462 -2.884
C -2.718 -0.264 3.811
H -1.129 2.120 5.648
C 1.002 -0.547 -6.207
C -1.727 2.126 1.069
C -1.462 2.196 3.542
H 1.558 -2.716 -3.707
N 0.233 -1.238 1.907
H -2.977 -0.174 1.677
H -0.517 0.523 -4.957
S -1.368 4.411 2.170
H -2.887 -4.317 -0.473
O 1.365 -0.709 -1.348
C -2.584 -1.139 -2.564
C 1.601 0.224 3.234
N -1.363 3.380 0.921
C -1.973 -2.371 -0.671
C 2.290 -0.199 5.506
C 2.915 1.866 4.442
O -0.815 3.390 3.433
H 1.465 2.629 0.245
C 2.439 -0.853 -2.052
C -1.553 1.605 4.796
H -3.985 -1.996 -3.927
C 1.505 0.622 -4.048
C -3.545 -3.298 -2.237
H -4.197 -4.101 -2.558
C 1.486 1.930 1.076
C -1.207 -2.393 0.513
H 2.641 3.183 2.183
H 2.304 -0.846 6.374
H 3.332 -0.609 -3.946
O 1.744 2.279 -2.361
O -0.213 1.203 -2.494
H 1.627 0.205 -6.689
O -1.768 1.328 0.082
H -3.200 -1.227 3.916
C 2.315 -0.624 -3.561
O -2.738 4.757 2.533
H 3.446 1.352 6.446
C 2.253 1.458 3.291
Ti -0.342 0.151 -0.772
O 3.513 -1.223 -1.606
C -2.606 0.322 2.565
C 2.932 1.035 5.548
H -2.437 -0.222 -3.122
N -1.870 -1.236 -1.439
C 1.797 -1.788 -5.726
N 0.834 0.826 0.976
H 3.406 2.831 4.465
H 1.111 -1.545 4.306
C -3.435 -2.125 -3.006
C -1.974 1.553 2.415
C 0.875 -0.124 2.016
C 1.629 -0.598 4.359
N -0.460 -1.318 0.746
N 2.212 2.275 2.157
H -1.220 -3.231 1.201
H 2.865 -1.726 -5.936
O 0.157 -1.272 -4.183
H 0.210 -0.829 -6.900
C -2.177 0.377 4.923
C 0.404 -0.049 -4.882
H 1.411 -2.704 -6.174
C -2.823 -3.424 -1.083
H -2.244 -0.086 5.899
C 1.498 -1.759 -4.219
```

Spin multiplicity   3
Charge   -1
⟨S²⟩   2.0309
E_HOMO (alpha / beta)   -3.1 / -5.4 eV
Relative energy (zero: lowest compared OMol25 entry of this formula, charge and spin)   3.09 kcal per mole
Total energy   -89724.458 eV